Computed, not measured: a molecular structure, C31H37N6O2RbS2, with wB97M-V/def2-TZVPD.

Cartesian coordinates (Å):
Rb -0.044 0.286 0.325
N -4.789 -1.418 -1.780
C -3.777 -0.447 -1.690
S -2.517 -0.577 -2.853
N -3.943 0.384 -0.708
N -3.049 1.416 -0.684
C -2.769 1.922 0.454
C -3.254 1.575 1.811
C -4.586 1.746 2.151
C -5.059 1.506 3.439
C -4.155 1.070 4.404
C -2.823 0.877 4.092
C -2.301 1.113 2.784
O -1.075 0.902 2.494
H -4.443 -2.272 -2.183
H -5.278 -1.547 -0.903
H -2.042 2.737 0.402
H -5.277 2.077 1.382
H -6.106 1.650 3.682
H -4.502 0.860 5.413
H -2.124 0.519 4.842
N 0.002 1.728 -2.260
C 0.664 1.143 -3.409
C 1.913 0.375 -2.970
N 1.520 -0.656 -2.021
H -1.008 1.779 -2.375
H 0.390 2.627 -2.009
H 0.955 1.879 -4.176
H -0.031 0.437 -3.872
H 2.590 1.069 -2.463
H 2.423 -0.014 -3.868
H 2.299 -1.222 -1.708
H 0.813 -1.259 -2.428
C -2.072 -2.499 1.222
N -0.660 -2.644 0.927
C -0.431 -3.771 0.050
C 0.126 -2.746 2.159
C 1.624 -2.729 1.922
C 2.356 -3.893 2.157
C 3.737 -3.910 1.983
C 4.371 -2.745 1.575
C 3.616 -1.593 1.345
C 2.222 -1.520 1.504
H -2.495 -3.413 1.683
H -2.628 -2.289 0.305
H -2.226 -1.660 1.904
H -0.746 -4.728 0.513
H 0.632 -3.838 -0.181
H -0.993 -3.635 -0.877
H -0.156 -3.663 2.718
H -0.136 -1.877 2.770
H 1.850 -4.802 2.480
H 4.306 -4.815 2.171
H 5.452 -2.739 1.438
H 4.158 -0.694 1.030
O 2.293 2.767 -0.171
S 2.441 2.092 1.142
C 3.885 2.858 1.930
C 4.368 4.059 1.434
C 5.486 4.641 2.007
C 6.132 4.016 3.069
C 5.652 2.803 3.549
C 4.534 2.218 2.978
C 1.258 2.907 2.240
C 1.008 2.401 3.505
C 0.089 3.045 4.317
C -0.611 4.144 3.843
C -0.379 4.620 2.560
C 0.567 4.003 1.756
H 3.855 4.510 0.593
H 5.859 5.583 1.625
H 7.015 4.465 3.507
H 6.163 2.308 4.366
H 4.162 1.262 3.329
H 1.498 1.492 3.832
H -0.136 2.644 5.296
H -1.374 4.604 4.459
H -0.950 5.456 2.174
H 0.761 4.336 0.743

- gap between HOMO and LUMO (eV) = 4.97
- net charge = -2
- energy relative to the best compared isomer or geometry (same formula, charge and spin) (kJ/mol) = 16.1
- E_HOMO (eV) = -1.1

Results of the Mulliken charge analysis, in e, for atoms 1 through 8:
1. Rb 0.78
2. N -0.57
3. C 0.23
4. S -0.54
5. N -0.61
6. N -0.02
7. C -1.26
8. C 0.65

Computed, not measured: a gas-phase ion, C4H8N3S (charge +1), with wB97M-V/def2-TZVPD.

Cartesian coordinates (Å):
C 0.872 1.091 1.070
C 0.064 -0.857 -0.074
C 1.263 -0.266 0.686
C -0.360 1.334 -0.879
N 0.242 1.800 0.287
N -0.549 -0.139 -0.975
N -0.288 -2.088 0.228
S -2.043 2.176 -1.057
H 1.280 1.676 1.947
H 2.174 -0.239 0.196
H 1.415 -1.077 1.369
H 0.120 1.758 -1.858
H -1.427 -0.454 -1.490
H 0.250 -2.628 0.871
H -1.007 -2.579 -0.287
H -2.354 2.153 0.228

- multiplicity = 3
- gap between HOMO and LUMO (alpha / beta) (eV) = 5.45 / 5.72
- net charge = +1
- energy relative to the best compared isomer or geometry (same formula, charge and spin) (kJ/mol) = 284.9
- expectation value of S² = 2.013
- E_HOMO (alpha / beta) (eV) = -8.7 / -13.6

Results of the Mulliken charge analysis, in e, for atoms 1 through 8:
1. C -0.30
2. C 0.60
3. C -0.66
4. C -0.13
5. N -0.28
6. N -0.19
7. N -0.38
8. S -0.04

Computed, not measured: a molecular structure, C17H14BMoN3O4S6Sb, with wB97M-V/def2-TZVPD.

Cartesian coordinates (Å):
Mo 0.698 2.246 0.237
S 4.982 -0.072 3.009
Sb 5.134 1.142 0.949
S 1.622 1.063 -1.587
S 2.028 3.818 0.499
S 6.866 0.212 -0.131
O -2.470 5.280 -0.059
C -3.585 4.533 -0.257
C -4.808 5.166 -0.491
C -5.965 4.440 -0.689
C -5.921 3.052 -0.655
C -4.711 2.424 -0.424
C -3.525 3.135 -0.224
C -2.273 2.363 0.010
O -1.155 3.025 0.117
N -2.356 1.081 0.110
N -1.101 0.531 0.356
C -1.132 -0.746 0.393
S -2.581 -1.664 0.009
C -1.826 -3.282 0.322
C -0.343 -3.183 0.020
S 0.272 -1.690 0.831
H -2.713 6.210 -0.116
H -4.833 6.251 -0.513
H -6.898 4.958 -0.871
H -6.817 2.466 -0.807
H -4.651 1.345 -0.393
H -2.317 -4.002 -0.334
H -1.994 -3.578 1.357
H -0.157 -3.115 -1.052
H 0.214 -4.029 0.422
N 2.018 0.618 2.725
C 1.523 1.162 1.825
H 3.585 0.301 3.046
O 2.154 -1.665 -1.971
B 2.312 -0.523 -1.161
O 3.151 -0.824 -0.076
C 3.458 -2.153 -0.197
C 4.210 -2.938 0.646
C 4.342 -4.280 0.288
C 3.742 -4.790 -0.858
C 2.979 -3.980 -1.702
C 2.856 -2.657 -1.342
H 4.674 -2.514 1.527
H 4.931 -4.936 0.915
H 3.870 -5.837 -1.104
H 2.510 -4.362 -2.598

- gap between HOMO and LUMO (alpha / beta) (eV) = 6.46 / 6.53
- net charge = -1
- energy relative to the best compared isomer or geometry (same formula, charge and spin) (kJ/mol) = 90.3
- E_HOMO (alpha / beta) (eV) = -4.6 / -4.6

Results of the Mulliken charge analysis, in e, for atoms 1 through 8:
1. Mo 0.57
2. S -0.60
3. Sb 0.81
4. S -0.52
5. S -0.44
6. S -0.62
7. O -0.46
8. C 0.90

Computed, not measured: a molecular structure, C32H27HgN3P2S2, with wB97M-V/def2-TZVPD.

Cartesian coordinates (Å):
Hg -5.254 0.928 1.163
C -0.507 1.219 0.567
C -1.228 -0.123 0.851
P -0.402 -1.552 0.023
C 1.243 -1.566 0.833
C 1.335 -1.608 2.238
C 2.601 -1.396 2.765
C 3.673 -1.276 1.894
C 3.592 -1.300 0.516
C 2.326 -1.421 0.008
C -1.187 -3.023 0.716
C -2.062 -3.049 1.796
C -2.569 -4.250 2.251
C -2.190 -5.473 1.647
C -1.350 -5.413 0.555
C -0.896 -4.185 0.067
P -0.690 1.953 -1.064
C 0.444 1.067 -2.223
C -0.071 0.361 -3.323
C 0.808 -0.289 -4.243
C 2.148 -0.160 -4.071
C 2.700 0.617 -3.069
C 1.817 1.279 -2.204
C 0.326 3.488 -0.867
C 0.867 3.866 0.358
C 1.384 5.200 0.527
C 1.439 6.136 -0.494
C 0.831 5.753 -1.730
C 0.345 4.482 -1.903
H 0.669 1.132 0.674
H -1.006 2.007 1.151
H -2.306 -0.085 0.570
H -1.161 -0.314 1.951
H 0.471 -1.741 2.871
H 2.817 -1.242 3.838
H 4.665 -1.065 2.292
H 4.376 -1.036 -0.140
H 2.216 -1.292 -1.036
H -2.390 -2.064 2.308
H -3.305 -4.279 3.010
H -2.541 -6.432 2.021
H -1.047 -6.289 -0.004
H -0.208 -4.203 -0.706
H -1.089 0.096 -3.425
H 0.434 -0.950 -5.065
H 2.922 -0.610 -4.749
H 3.698 0.947 -3.057
H 2.290 1.967 -1.453
H 0.913 3.123 1.095
H 1.825 5.415 1.540
H 1.740 7.104 -0.288
H 0.932 6.410 -2.579
H -0.239 4.281 -2.776
S -2.178 0.957 4.325
C -0.491 1.046 4.715
S 0.010 -0.191 5.720
C 0.364 2.053 4.324
C -0.081 3.110 3.517
N -0.641 3.951 2.938
C 1.699 2.170 4.826
N 2.787 2.218 5.165
C -4.267 -3.032 -4.150
C -4.229 -2.130 -5.290
N -4.216 -1.581 -6.304
H -3.315 -3.120 -3.644
H -4.661 -3.994 -4.419
H -4.931 -2.603 -3.350

- multiplicity = 2
- gap between HOMO and LUMO (alpha / beta) (eV) = 7.36 / 6.06
- net charge = -1
- expectation value of S² = 0.757
- E_HOMO (alpha / beta) (eV) = -5.4 / -5.3

Results of the Mulliken charge analysis, in e, for atoms 1 through 8:
1. Hg 0.03
2. C -0.37
3. C -0.20
4. P 0.07
5. C 0.21
6. C -0.22
7. C -0.74
8. C -0.19

Computed, not measured: a molecular structure, C27H36BiN7O3S2, with wB97M-V/def2-TZVPD.

Cartesian coordinates (Å):
Bi -3.227 0.974 -1.406
C 2.041 1.187 -2.857
C 1.071 0.267 -3.495
N 1.126 -1.070 -3.411
N -1.078 -2.219 -3.412
C -1.685 -0.947 -3.155
S -3.489 -0.884 -3.163
N 0.028 0.674 -4.190
N -0.438 1.987 -4.314
H 2.887 0.635 -2.457
H 1.564 1.742 -2.044
H 2.404 1.907 -3.593
H -1.046 -3.010 -2.787
H 0.098 2.606 -3.717
H -0.339 2.295 -5.278
C 1.554 0.135 4.020
C 1.693 1.397 3.145
C 1.603 2.640 4.034
C 3.044 1.390 2.418
C 0.562 1.346 2.140
C -0.562 2.152 2.220
C -1.580 2.027 1.280
N -1.534 1.156 0.273
C -0.439 0.371 0.162
C 0.598 0.436 1.062
C -0.391 -0.478 -1.048
C 0.695 -1.478 -1.122
C 1.477 -1.729 -2.179
C -0.026 -1.685 -4.204
C -0.873 -0.433 -4.418
N -1.308 -0.218 -1.921
C 2.627 -2.703 -2.227
C 3.914 -1.928 -2.554
C 2.353 -3.720 -3.349
C 2.792 -3.437 -0.898
H 2.368 0.115 4.745
H 1.612 -0.781 3.424
H 0.612 0.157 4.568
H 2.452 2.645 4.716
H 0.698 2.627 4.639
H 1.645 3.559 3.445
H 3.841 1.460 3.157
H 3.140 2.247 1.747
H 3.220 0.473 1.851
H -0.714 2.872 3.016
H -2.464 2.646 1.368
H 1.467 -0.191 0.925
H 0.927 -1.962 -0.183
H 0.369 -2.294 -5.011
H -1.461 -0.350 -5.325
H 3.835 -1.387 -3.498
H 4.738 -2.635 -2.652
H 4.173 -1.231 -1.754
H 2.343 -3.247 -4.332
H 1.415 -4.258 -3.193
H 3.153 -4.459 -3.357
H 3.024 -2.752 -0.079
H 3.624 -4.135 -0.976
H 1.904 -4.016 -0.637
N -4.323 -0.489 0.043
C -4.182 0.001 1.410
C -4.829 1.178 1.759
C -4.454 1.810 2.935
C -3.435 1.273 3.714
C -2.904 0.026 3.414
C -3.272 -0.620 2.242
S -2.621 2.326 4.930
O -2.404 3.519 4.112
O -3.538 2.472 6.020
O -1.387 1.594 5.193
H -5.303 -0.567 -0.237
H -3.931 -1.424 -0.062
H -5.590 1.612 1.117
H -4.894 2.757 3.219
H -2.149 -0.388 4.069
H -2.819 -1.567 1.965

- gap between HOMO and LUMO (eV) = 4.86
- net charge = +2
- energy relative to the best compared isomer or geometry (same formula, charge and spin) (kJ/mol) = 269.9
- E_HOMO (eV) = -12.8

Results of the Mulliken charge analysis, in e, for atoms 1 through 8:
1. Bi 1.03
2. C -1.70
3. C 0.88
4. N 0.67
5. N -0.05
6. C 0.11
7. S -0.36
8. N 0.49

Computed, not measured: 2 unconnected molecules or ions with the total composition C23H25N3O4, with wB97M-V/def2-TZVPD.

Cartesian coordinates (Å):
C -3.584 -0.516 7.719
C -3.863 -0.948 6.293
C -5.358 -1.046 5.996
O -3.314 0.001 5.347
C -1.948 0.089 5.293
O -1.438 1.117 4.889
C -1.180 -1.118 5.661
C 0.176 -1.142 5.434
C 1.066 -2.122 6.042
C 0.782 -2.691 7.316
C 1.587 -3.692 7.851
C 2.700 -4.159 7.138
C 3.041 -3.559 5.921
C 2.262 -2.524 5.399
C -1.949 -2.371 5.923
O -1.461 -3.479 5.968
O -3.312 -2.253 6.022
H -2.510 -0.450 7.923
H -4.049 0.463 7.884
H -4.043 -1.242 8.399
H -5.507 -1.383 4.967
H -5.817 -1.764 6.681
H -5.825 -0.068 6.130
H 0.604 -0.267 4.952
H -0.084 -2.330 7.877
H 1.324 -4.120 8.820
H 3.294 -4.982 7.536
H 3.919 -3.903 5.369
H 2.530 -2.032 4.459
C -4.261 0.065 0.995
C -3.611 -1.158 1.204
C -2.289 -1.177 1.662
C -1.640 0.024 1.939
C -0.235 -0.008 2.508
N 0.698 -0.323 1.495
C 1.954 -0.065 1.554
N 2.733 -0.027 0.430
C 4.139 0.078 0.706
C 4.193 0.124 2.230
N 2.801 0.127 2.621
C -2.253 1.246 1.663
C -3.572 1.267 1.203
H -5.303 0.082 0.670
H -4.125 -2.103 1.023
H -1.751 -2.118 1.807
H -0.031 0.945 3.023
H -0.218 -0.843 3.226
H 2.308 -0.120 -0.483
H 4.673 -0.796 0.321
H 4.564 0.985 0.266
H 4.705 -0.764 2.617
H 4.704 1.021 2.586
H 2.482 0.117 3.585
H -1.689 2.165 1.833
H -4.060 2.227 1.025

- gap between HOMO and LUMO (eV) = 6.92
- energy relative to the best compared isomer or geometry (same formula, charge and spin) (kJ/mol) = 319.3
- E_HOMO (eV) = -7.9
- SMILES = CC1(C)OC(=O)C(=Cc2ccccc2)C(=O)O1.c1ccc(CN=C2NCCN2)cc1

Results of the Mulliken charge analysis, in e, for atoms 1 through 8:
1. C -1.44
2. C 1.52
3. C -1.72
4. O -0.30
5. C -0.16
6. O -0.64
7. C 0.79
8. C -0.60

Repeat the fifth record exactly.
Computed, not measured: a molecular structure, C27H36BiN7O3S2, with wB97M-V/def2-TZVPD.

Cartesian coordinates (Å):
Bi -3.227 0.974 -1.406
C 2.041 1.187 -2.857
C 1.071 0.267 -3.495
N 1.126 -1.070 -3.411
N -1.078 -2.219 -3.412
C -1.685 -0.947 -3.155
S -3.489 -0.884 -3.163
N 0.028 0.674 -4.190
N -0.438 1.987 -4.314
H 2.887 0.635 -2.457
H 1.564 1.742 -2.044
H 2.404 1.907 -3.593
H -1.046 -3.010 -2.787
H 0.098 2.606 -3.717
H -0.339 2.295 -5.278
C 1.554 0.135 4.020
C 1.693 1.397 3.145
C 1.603 2.640 4.034
C 3.044 1.390 2.418
C 0.562 1.346 2.140
C -0.562 2.152 2.220
C -1.580 2.027 1.280
N -1.534 1.156 0.273
C -0.439 0.371 0.162
C 0.598 0.436 1.062
C -0.391 -0.478 -1.048
C 0.695 -1.478 -1.122
C 1.477 -1.729 -2.179
C -0.026 -1.685 -4.204
C -0.873 -0.433 -4.418
N -1.308 -0.218 -1.921
C 2.627 -2.703 -2.227
C 3.914 -1.928 -2.554
C 2.353 -3.720 -3.349
C 2.792 -3.437 -0.898
H 2.368 0.115 4.745
H 1.612 -0.781 3.424
H 0.612 0.157 4.568
H 2.452 2.645 4.716
H 0.698 2.627 4.639
H 1.645 3.559 3.445
H 3.841 1.460 3.157
H 3.140 2.247 1.747
H 3.220 0.473 1.851
H -0.714 2.872 3.016
H -2.464 2.646 1.368
H 1.467 -0.191 0.925
H 0.927 -1.962 -0.183
H 0.369 -2.294 -5.011
H -1.461 -0.350 -5.325
H 3.835 -1.387 -3.498
H 4.738 -2.635 -2.652
H 4.173 -1.231 -1.754
H 2.343 -3.247 -4.332
H 1.415 -4.258 -3.193
H 3.153 -4.459 -3.357
H 3.024 -2.752 -0.079
H 3.624 -4.135 -0.976
H 1.904 -4.016 -0.637
N -4.323 -0.489 0.043
C -4.182 0.001 1.410
C -4.829 1.178 1.759
C -4.454 1.810 2.935
C -3.435 1.273 3.714
C -2.904 0.026 3.414
C -3.272 -0.620 2.242
S -2.621 2.326 4.930
O -2.404 3.519 4.112
O -3.538 2.472 6.020
O -1.387 1.594 5.193
H -5.303 -0.567 -0.237
H -3.931 -1.424 -0.062
H -5.590 1.612 1.117
H -4.894 2.757 3.219
H -2.149 -0.388 4.069
H -2.819 -1.567 1.965

- gap between HOMO and LUMO (eV) = 4.86
- net charge = +2
- energy relative to the best compared isomer or geometry (same formula, charge and spin) (kJ/mol) = 269.9
- E_HOMO (eV) = -12.8

Results of the Mulliken charge analysis, in e, for atoms 1 through 8:
1. Bi 1.03
2. C -1.70
3. C 0.88
4. N 0.67
5. N -0.05
6. C 0.11
7. S -0.36
8. N 0.49